1.
7
Properties=species:S:1:pos:R:3 method="wB97M-V/def2-TZVPD" homo_lumo_gap_ev=11.473 spin_multiplicity=1 total_energy_ev=-14989.119 homo_energy_ev=-11.548 e_above_lowest_kcal_mol=44.2
C -1.630 0.628 -0.356
C 1.589 -0.860 0.832
O -2.713 0.260 -0.216
F -0.841 1.262 0.421
F -0.909 0.320 -1.469
F 1.791 -0.012 -0.083
F 2.713 -1.598 0.870



2.
11
Properties=species:S:1:pos:R:3 method="wB97M-V/def2-TZVPD" homo_lumo_gap_ev="8.054 / 6.369" spin_multiplicity=3 total_energy_ev=-38688.311 homo_energy_ev="-8.947 / -10.512"
C 1.033 0.055 -0.352
C -0.153 1.001 -0.105
O -1.630 -1.838 1.109
O -1.973 0.224 2.476
F 1.895 0.013 0.639
F 0.560 -1.198 -0.505
F 1.739 0.357 -1.480
F 0.104 1.836 0.946
F -0.855 1.515 -1.124
S -1.821 -0.407 1.174
I -3.755 0.043 -0.411



3.
8
Properties=species:S:1:pos:R:3 method="wB97M-V/def2-TZVPD" homo_lumo_gap_ev=13.311 spin_multiplicity=1 total_energy_ev=-17151.220 homo_energy_ev=-12.700 e_above_lowest_kcal_mol=0.0
F 1.668 -1.158 1.613
C 0.767 -0.820 0.714
F 0.215 -1.865 0.267
N 0.480 0.345 0.460
C -0.515 0.715 -0.500
F -0.558 2.114 -0.396
F -1.735 0.206 -0.308
F -0.322 0.464 -1.849



4.
12
Properties=species:S:1:pos:R:3 method="wB97M-V/def2-TZVPD" homo_lumo_gap_ev=6.616 spin_multiplicity=1 total_energy_ev=-34122.908 homo_energy_ev=-9.103 e_above_lowest_kcal_mol=46.0
O 2.320 2.124 0.214
N 1.813 1.328 -0.422
O 1.348 0.142 0.587
S 0.673 -1.145 0.182
O 0.778 -2.181 1.198
F 1.618 -1.578 -1.084
C -0.831 -0.792 -0.636
F -1.588 -1.848 -0.337
C -1.417 0.470 0.008
F -1.296 0.472 1.373
F -0.706 1.516 -0.479
F -2.653 0.684 -0.312



5.
17
Properties=species:S:1:pos:R:3 method="wB97M-V/def2-TZVPD" total_charge=-1 homo_lumo_gap_ev=5.671 spin_multiplicity=1 total_energy_ev=-68661.225 homo_energy_ev=-6.052 e_above_lowest_kcal_mol=72.1
K 0.672 -2.472 2.664
C -2.539 3.192 4.268
F -3.408 2.979 5.275
F -2.573 4.479 3.849
F -1.314 2.954 4.748
S -2.960 2.024 2.799
O -2.792 0.704 3.440
O -4.381 2.300 2.383
O -2.048 2.391 1.756
C 3.588 -2.482 -3.843
F 4.099 -1.656 -2.904
F 4.172 -2.179 -5.022
F 3.898 -3.792 -3.593
S 1.650 -2.139 -3.917
O 1.185 -2.229 -2.540
O 1.494 -0.836 -4.515
O 1.257 -3.237 -4.847



6.
20
Properties=species:S:1:pos:R:3 method="wB97M-V/def2-TZVPD" total_charge=-1 homo_lumo_gap_ev="5.741 / 4.617" spin_multiplicity=6 total_energy_ev=-110219.812 homo_energy_ev="-3.930 / -4.088" e_above_lowest_kcal_mol=146.0
Mn 0.387 0.459 -0.415
F 5.239 -0.053 0.026
C 4.332 0.851 -0.362
F 4.686 1.320 -1.566
F 4.368 1.867 0.508
S 2.625 0.085 -0.421
O 2.931 -1.167 -1.063
O 2.248 0.152 0.992
N 1.884 1.158 -1.399
S 1.346 2.498 -0.672
O 2.289 3.571 -0.623
O 0.503 2.220 0.514
C 0.123 3.051 -1.976
F -0.798 3.815 -1.388
F 0.770 3.762 -2.904
F -0.486 2.037 -2.589
Te -1.928 -0.209 -0.400
Te -4.177 -1.576 0.116
Te -0.992 -3.936 0.828
Te 0.201 -1.927 -0.460



7.
15
Properties=species:S:1:pos:R:3 method="wB97M-V/def2-TZVPD" homo_lumo_gap_ev="7.193 / 7.228" spin_multiplicity=2 total_energy_ev=-48513.434 homo_energy_ev="-8.915 / -8.917" e_above_lowest_kcal_mol=33.2
N 0.613 0.196 1.465
S 1.834 1.107 0.865
O -0.153 0.411 -2.016
C 2.756 -0.070 -0.220
F 2.281 -1.309 -0.242
F 4.020 -0.112 0.188
F 2.733 0.439 -1.448
S -0.931 0.084 0.920
O -1.397 1.473 0.510
O -1.490 -0.302 2.234
C -2.194 -0.930 -0.058
F -2.715 -0.153 -1.033
F -1.621 -2.020 -0.533
F -3.235 -1.299 0.670
Sr -0.499 2.485 -1.302



8.
25
Properties=species:S:1:pos:R:3 method="wB97M-V/def2-TZVPD" total_charge=+1 homo_lumo_gap_ev=4.237 spin_multiplicity=1 total_energy_ev=-91665.886 homo_energy_ev=-14.658 e_above_lowest_kcal_mol=63.1
In -1.047 0.994 -1.443
C 1.064 -1.737 0.724
F 1.482 -1.659 -0.569
F 1.256 -3.011 1.228
F 1.666 -1.004 1.631
S -0.802 -1.204 0.827
O -1.433 -1.851 -0.317
O -1.200 -1.656 2.153
N -0.811 0.560 0.414
S -0.987 1.307 1.770
O -0.069 0.819 2.876
O -0.859 2.732 1.389
C -2.782 1.026 2.499
F -3.633 1.451 1.609
F -3.046 -0.192 2.759
F -2.860 1.725 3.581
N 0.678 0.400 -2.276
S 1.284 -0.359 -3.383
O 1.121 -1.807 -3.247
O 2.484 0.196 -3.997
F -0.024 -0.099 -4.356
S 1.987 0.728 -1.370
O 2.799 1.923 -1.490
O 2.600 -0.502 -0.914
F 1.130 1.221 -0.096



9.
6
Properties=species:S:1:pos:R:3 method="wB97M-V/def2-TZVPD" homo_lumo_gap_ev="7.950 / 7.440" spin_multiplicity=1 total_energy_ev=-9254.272 homo_energy_ev="-11.218 / -10.777" e_above_lowest_kcal_mol=98.6
C -1.031 0.282 -0.036
C 0.328 0.222 0.063
N -2.177 0.274 -0.063
N 1.481 0.662 0.588
N 1.258 0.733 -0.686
F 0.142 -2.173 0.135



10.
6
Properties=species:S:1:pos:R:3 method="wB97M-V/def2-TZVPD" homo_lumo_gap_ev=12.757 spin_multiplicity=1 total_energy_ev=-10375.629 homo_energy_ev=-12.479 e_above_lowest_kcal_mol=21.1
O -0.857 -0.093 -0.937
C -1.675 0.053 -0.151
O -2.501 0.232 0.619
N 1.645 -1.216 0.400
C 1.666 -0.109 0.146
F 1.722 1.133 -0.077



11.
5
Properties=species:S:1:pos:R:3 method="wB97M-V/def2-TZVPD" homo_lumo_gap_ev=4.605 spin_multiplicity=1 total_energy_ev=-7489.993 homo_energy_ev=-5.857 e_above_lowest_kcal_mol=9.8
C 0.341 0.188 -0.216
O -1.316 -1.201 -1.124
C -0.241 -0.895 -0.702
F 1.191 0.931 -1.026
Rb 0.025 0.976 3.069



12.
8
Properties=species:S:1:pos:R:3 method="wB97M-V/def2-TZVPD" homo_lumo_gap_ev="7.114 / 4.387" spin_multiplicity=6 total_energy_ev=-44852.171 homo_energy_ev="-7.777 / -7.296" e_above_lowest_kcal_mol=1.4
O 0.120 0.427 1.112
Li -1.614 0.824 0.408
O 1.632 2.048 0.738
O -0.559 2.397 0.405
C 0.435 1.686 0.835
C -0.751 -1.287 -0.692
O -0.674 -2.427 -0.642
Fe 1.412 -3.667 -2.164